DFT (ωB97M-V with the def2-TZVPD basis set) results for C22H25N3O2 in the gas phase.

The geometry in XYZ format:
```
52
Properties=species:S:1:pos:R:3:mulliken_charge:R:1
C 1.875 0.976 4.205 -1.0686
C 0.483 1.282 4.746 -0.3042
C -0.451 0.071 4.683 -1.1816
C -0.908 -0.252 3.260 1.0650
C -2.052 0.655 2.779 -1.2825
C -2.015 0.790 1.285 0.9010
C -2.131 -0.329 0.468 -0.4436
C -1.982 -0.225 -0.902 -0.5982
C -1.712 1.003 -1.493 0.3418
C -1.447 1.123 -2.966 -1.1409
C -0.118 1.777 -3.282 0.4056
O 0.035 2.618 -4.135 -0.6705
N 0.966 1.408 -2.525 -0.7449
N 1.031 0.382 -1.594 0.2843
C 1.349 0.682 -0.286 0.9790
C 1.667 2.103 0.030 -1.3536
N 1.412 -0.200 0.638 -0.3437
C 1.152 -1.512 0.338 0.4340
C 1.203 -2.470 1.355 -0.3189
C 0.949 -3.791 1.068 -0.5436
C 0.647 -4.193 -0.233 -0.6587
C 0.603 -3.266 -1.249 -0.7257
C 0.852 -1.920 -0.973 0.2644
C 0.799 -0.931 -2.039 0.5191
O 0.574 -1.147 -3.210 -0.6455
C -1.657 2.132 -0.686 -0.4966
C -1.799 2.023 0.685 -0.8369
H 2.341 0.185 4.788 0.3298
H 1.834 0.657 3.166 0.1588
H 2.507 1.860 4.268 0.3598
H 0.049 2.109 4.180 0.2332
H 0.571 1.607 5.786 0.3823
H 0.074 -0.792 5.098 0.4279
H -1.328 0.253 5.309 0.3078
H -1.231 -1.294 3.209 0.5003
H -0.065 -0.140 2.578 -0.8946
H -3.011 0.240 3.099 0.3331
H -1.953 1.644 3.229 0.3996
H -2.323 -1.295 0.910 0.4678
H -2.059 -1.110 -1.518 0.4449
H -2.218 1.725 -3.454 0.4606
H -1.439 0.136 -3.436 0.3679
H 1.853 1.770 -2.859 0.2641
H 1.752 2.210 1.107 0.1542
H 2.614 2.386 -0.430 0.3882
H 0.890 2.763 -0.348 0.3755
H 1.445 -2.148 2.356 0.4737
H 0.985 -4.528 1.857 0.4341
H 0.450 -5.234 -0.441 0.4120
H 0.377 -3.548 -2.266 0.5057
H -1.487 3.099 -1.140 0.5352
H -1.729 2.910 1.299 0.3421
```

The calculation puts the HOMO energy at -8.73 eV. As for the SMILES: CCCCCc1ccc(CC(=O)Nn2c(C)nc3ccccc3c2=O)cc1.



DFT (ωB97M-V with the def2-TZVPD basis set) results for 2 unconnected molecules or ions with the total composition CCl2F3N.

The geometry in XYZ format:
```
7
Properties=species:S:1:pos:R:3:mulliken_charge:R:1
C -1.272 0.103 -0.581 0.4216
N 1.614 0.513 0.790 0.2004
F -1.810 0.879 -1.508 -0.1886
F 1.471 -0.383 -0.263 -0.1017
F 2.396 -0.210 1.643 -0.1200
Cl -1.191 0.640 0.981 -0.0982
Cl -1.210 -1.542 -1.061 -0.1135
```

The calculation puts the HOMO energy (alpha / beta) at -11.18 / -8.16 eV.



Here are the calculated largest force on an atom numbers, same order: 0.0194; 0.0375 (hartree/bohr).
Here are the calculated energy above the lowest of the compared OMol25 structures with the same formula, charge and spin numbers, same order: 19.28; 55.70 (kcal per mole).